Entry 1:
# C19H31As2FeNO

A structure of composition C19H31As2FeNO (wB97M-V/def2-TZVPD, the Open Molecules 2025 dataset).

Geometry as XYZ:
```
55
Properties=species:S:1:pos:R:3
Fe -0.540 0.502 -0.426
N -1.984 1.057 -4.230
C -1.547 1.195 -2.986
O -1.588 0.232 -2.193
C -0.978 2.513 -2.551
C -1.222 2.693 -1.080
H -2.343 0.167 -4.538
H -1.964 1.823 -4.881
H -1.404 3.330 -3.143
H 0.095 2.476 -2.763
H -2.273 2.757 -0.808
H -0.605 3.441 -0.595
C 1.820 -2.633 2.559
As 0.683 -1.241 1.808
C -0.229 -2.405 0.493
C -0.806 -1.235 3.083
C -1.021 -2.267 3.990
C -2.164 -2.293 4.778
C -3.112 -1.289 4.657
C -2.901 -0.243 3.769
C -1.742 -0.200 2.999
As -1.421 1.275 1.764
C -2.949 2.424 2.059
C -0.051 2.298 2.675
H 1.327 -3.603 2.536
H 2.088 -2.373 3.581
H 2.729 -2.675 1.963
H -0.676 -3.259 0.999
H 0.498 -2.743 -0.245
H -1.037 -1.892 -0.041
H -0.297 -3.066 4.085
H -2.321 -3.103 5.478
H -4.013 -1.316 5.255
H -3.646 0.537 3.692
H -2.767 3.369 1.551
H -3.047 2.603 3.126
H -3.863 1.982 1.668
H -0.358 2.453 3.708
H 0.062 3.258 2.174
H 0.895 1.765 2.637
C 4.315 0.110 -2.738
C 2.867 -0.346 -2.959
C 2.341 0.190 -4.298
C 2.796 -1.882 -2.952
C 2.018 0.166 -1.870
C 1.322 0.613 -0.971
H 4.953 -0.303 -3.522
H 4.687 -0.234 -1.773
H 4.389 1.198 -2.767
H 2.932 -0.217 -5.119
H 2.407 1.279 -4.331
H 1.299 -0.103 -4.445
H 3.412 -2.285 -3.758
H 1.770 -2.222 -3.099
H 3.163 -2.279 -2.005
```

Calculated values
DFT total energy in hartree: -6607.4965
Spin multiplicity: 6
Orbital gap (spin up / spin down) in Ha: 0.31903 / 0.28460
<S²>: 8.771
Total charge: +1



Entry 2:
# C9H17N5

The ion C9H17N5 with charge +2 (wB97M-V/def2-TZVPD, the Open Molecules 2025 dataset).

Geometry as XYZ:
```
31
Properties=species:S:1:pos:R:3
C -0.994 3.074 0.328
N -1.404 1.718 0.198
C -2.690 1.334 -0.262
N -2.839 0.033 -0.325
C -1.653 -0.480 -0.028
C -0.767 0.524 0.355
C 0.857 -0.002 0.849
N 1.862 0.560 -0.150
C 3.276 0.404 0.301
C 1.660 0.024 -1.541
N 0.800 -1.441 0.867
C -0.242 -2.268 0.473
N -1.431 -1.866 0.082
C -2.502 -2.759 -0.276
H 0.095 3.189 0.620
H -1.006 3.778 -0.566
H -1.698 3.477 1.073
H -3.423 1.982 -0.493
H 1.088 0.478 1.875
H 1.712 1.587 -0.231
H 3.900 1.045 -0.331
H 3.504 0.839 1.199
H 3.613 -0.655 0.310
H 1.251 -0.938 -1.413
H 1.052 0.659 -2.144
H 2.667 0.051 -1.973
H 1.644 -1.794 1.420
H -0.068 -3.322 0.728
H -2.218 -3.397 -1.062
H -3.468 -2.296 -0.360
H -2.575 -3.538 0.478
```

Calculated values
Energy relative to the best compared isomer or geometry (same formula, charge and spin) in kcal per mole: 30.8
DFT total energy in hartree: -626.2432
Orbital gap in Ha: 0.31762
SMILES string: Cn1cnc2c1[C@H]([NH+](C)C)NC=[N+]2C
Total charge: +2



Entry 3:
# B3F12Tl

A structure of composition B3F12Tl (wB97M-V/def2-TZVPD, the Open Molecules 2025 dataset).

Geometry as XYZ:
```
16
Properties=species:S:1:pos:R:3
Tl -0.288 -0.665 -0.439
B -0.391 2.578 -0.404
F -1.282 1.707 0.273
F 0.800 1.887 -0.509
F -0.880 2.920 -1.656
F -0.290 3.663 0.463
B 3.125 -0.424 -0.748
F 3.429 0.670 -1.531
F 2.245 -1.248 -1.483
F 4.350 -0.983 -0.385
F 2.390 -0.002 0.338
B -2.666 -2.075 1.237
F -3.152 -0.856 0.718
F -3.706 -2.754 1.845
F -2.009 -2.741 0.156
F -1.673 -1.679 2.125
```

Calculated values
Energy relative to the best compared isomer or geometry (same formula, charge and spin) in kcal per mole: 63.8
DFT total energy in hartree: -1445.7482
Orbital gap in Ha: 0.12978
Total charge: 0



Entry 4:
# C5H12N2

The molecule C5H12N2 (wB97M-V/def2-TZVPD, the Open Molecules 2025 dataset).

Geometry as XYZ:
```
19
Properties=species:S:1:pos:R:3
C -1.072 -1.974 2.520
N -0.394 -0.871 2.128
C 0.179 -1.092 0.717
C 0.884 0.081 0.042
C -0.193 1.096 -0.684
C 0.810 2.089 -1.376
N -1.025 0.375 -1.616
H -1.211 -2.982 2.028
H -1.570 -1.650 3.429
H -0.641 -1.346 0.032
H 0.791 -2.027 0.660
H 1.452 -0.373 -0.802
H 1.636 0.545 0.721
H -0.734 1.541 0.117
H 0.383 3.042 -1.601
H 1.322 1.736 -2.311
H 1.597 2.307 -0.720
H -0.559 -0.306 -2.247
H -1.655 -0.189 -1.037
```

Calculated values
Energy relative to the best compared isomer or geometry (same formula, charge and spin) in kcal per mole: 56.6
DFT total energy in hartree: -307.1392
Orbital gap in Ha: 0.36800
SMILES string: C=NCC[C@@H](C)N
Total charge: 0



Entry 5:
# H44O22Ti

A structure of composition H44O22Ti (wB97M-V/def2-TZVPD, the Open Molecules 2025 dataset).

Geometry as XYZ:
```
67
Properties=species:S:1:pos:R:3
Ti 0.312 0.365 -0.122
O 4.121 -0.239 1.658
H 3.557 -0.347 0.892
H 3.980 -1.033 2.174
O -4.738 -0.186 -1.912
H -3.982 0.286 -1.561
H -5.386 0.496 -2.088
O -3.435 -2.789 -0.605
H -4.287 -2.611 -1.003
H -3.084 -3.523 -1.109
O -1.122 -1.785 0.204
H -0.640 -2.601 0.343
H -1.877 -2.040 -0.325
O 0.140 -4.438 0.502
H 0.431 -4.328 -0.403
H 0.917 -4.250 1.029
O -2.166 -1.036 2.825
H -1.642 -1.154 2.033
H -3.009 -1.439 2.617
O -2.993 2.454 -1.839
H -2.824 2.243 -2.757
H -3.393 3.323 -1.862
O -1.863 1.889 -4.275
H -1.496 1.403 -5.014
H -2.417 2.557 -4.679
O 0.734 0.539 2.141
H 0.041 0.554 2.801
H 1.211 -0.273 2.312
O 1.291 -2.148 3.474
H 1.447 -3.063 3.243
H 0.565 -2.178 4.097
O -0.331 0.125 -2.387
H -0.748 -0.650 -2.765
H -0.727 0.861 -2.853
O -1.499 -1.967 -3.529
H -1.871 -2.823 -3.320
H -2.233 -1.467 -3.888
O 2.284 -1.028 -0.328
H 2.191 -1.968 -0.480
H 2.738 -0.703 -1.105
O 0.447 0.747 4.966
H 1.089 1.255 4.470
H 0.971 0.122 5.467
O -1.449 1.903 0.499
H -2.080 2.156 1.173
H -1.805 2.266 -0.312
O 0.273 3.210 2.722
H -0.383 3.836 2.413
H 0.186 2.461 2.133
O -2.885 3.269 2.996
H -2.314 2.578 3.331
H -3.098 3.798 3.764
O 1.809 2.242 -0.904
H 2.291 1.957 -1.680
H 2.287 3.012 -0.595
O 2.810 -0.485 -3.114
H 2.738 0.417 -3.428
H 1.904 -0.784 -3.032
O 3.030 2.426 2.449
H 2.742 1.601 2.059
H 2.231 2.946 2.531
O 4.461 1.931 -2.118
H 4.706 2.222 -1.239
H 5.170 1.346 -2.383
O 2.013 -3.542 -1.256
H 2.732 -4.055 -0.887
H 1.928 -3.859 -2.155
```

Calculated values
Energy relative to the best compared isomer or geometry (same formula, charge and spin) in kcal per mole: 0.0
DFT total energy in hartree: -2530.9357
Spin multiplicity: 4
Orbital gap (spin up / spin down) in Ha: 0.12548 / 0.34310
<S²>: 3.751
Total charge: +1



Entry 6:
# C21H25FNO

The ion C21H25FNO with charge +1 (wB97M-V/def2-TZVPD, the Open Molecules 2025 dataset).

Geometry as XYZ:
```
49
Properties=species:S:1:pos:R:3
C 1.852 0.918 1.521
C 0.477 0.338 1.127
C -0.463 0.685 2.308
C 0.623 -1.187 1.058
N -0.347 -2.082 1.139
C 0.135 -3.502 1.185
C -0.995 -4.512 1.326
O -2.117 -4.171 0.509
C -2.695 -2.932 0.920
C -1.739 -1.763 0.718
C 0.025 0.789 -0.242
C 0.980 0.279 -1.353
C 0.580 -0.841 -2.089
C 1.386 -1.368 -3.101
C 2.585 -0.737 -3.442
C 2.985 0.398 -2.734
C 2.218 0.861 -1.656
C -0.390 2.272 -0.392
C -1.644 2.660 0.121
C -2.063 3.989 0.116
C -1.255 4.926 -0.522
F -1.656 6.236 -0.553
C -0.069 4.577 -1.154
C 0.336 3.237 -1.102
H 1.739 1.892 2.016
H 2.325 0.226 2.229
H 2.538 1.044 0.685
H 0.151 1.057 3.135
H -1.216 1.440 2.086
H -0.965 -0.198 2.710
H 1.638 -1.590 1.104
H 0.685 -3.719 0.253
H 0.827 -3.597 2.032
H -0.663 -5.485 0.938
H -1.277 -4.593 2.392
H -3.564 -2.817 0.257
H -3.023 -2.973 1.978
H -2.112 -0.898 1.278
H -1.757 -1.494 -0.354
H -0.918 0.254 -0.409
H -0.367 -1.329 -1.849
H 1.049 -2.261 -3.631
H 3.197 -1.129 -4.256
H 3.894 0.937 -3.008
H 2.608 1.706 -1.078
H -2.316 1.893 0.520
H -2.992 4.284 0.594
H 0.532 5.315 -1.684
H 1.239 2.965 -1.641
```

Calculated values
Energy relative to the best compared isomer or geometry (same formula, charge and spin) in kcal per mole: 0.0
DFT total energy in hartree: -1044.7842
Orbital gap in Ha: 0.27400
SMILES string: CC(C)(C=[N+]1CCOCC1)[C@H](c1ccccc1)c1ccc(F)cc1
Total charge: +1



What is the DFT total energy in the second record? -626.2432 hartree



DFT total energy of number 6 (C21H25FNO)? -1044.7842 hartree



Look up the DFT total energy of the fourth one. -307.1392 hartree



Which value of total charge does entry 1 give? +1